[1]
{
  "formula": "C19H17I2N4O2V",
  "method": "ωB97M-V/def2-TZVPD",
  "max_force_ha_per_bohr": 0.0205,
  "de_lowest_kj_mol": 51.3,
  "s_squared": 3.7614,
  "multiplicity": 4,
  "total_charge": 1,
  "orbital_gap_ev": [7.1, 7.3],
  "species": ["V", "I", "C", "C", "C", "I", "C", "O", "C", "C", "N", "C", "C", "C", "C", "C", "C", "N", "C", "H", "H", "H", "H", "H", "H", "H", "H", "H", "H", "H", "O", "N", "C", "C", "C", "C", "C", "H", "H", "H", "H", "H", "N", "C", "H"],
  "positions_angstrom": [[-0.00466, 0.93774, -0.73094], [-0.10966, -6.16111, 1.88563], [0.07926, -4.12378, 1.53352], [-0.05508, -3.22132, 2.57851], [0.06358, -1.86157, 2.33175], [-0.16428, -0.51851, 3.89768], [0.32701, -1.37389, 1.04918], [0.43820, -0.08020, 0.81456], [0.46878, -2.30203, 0.00070], [0.82346, -1.84223, -1.38977], [-0.12163, -0.81611, -1.93214], [-1.51269, -1.31617, -2.02683], [-2.48040, -0.55859, -1.14873], [-3.80165, -0.97017, -1.03884], [-4.65750, -0.27916, -0.20576], [-4.17349, 0.81047, 0.50719], [-2.85353, 1.16233, 0.34103], [-2.01909, 0.50265, -0.47779], [0.33669, -3.66257, 0.25176], [-0.25764, -3.57008, 3.58155], [1.81131, -1.37934, -1.41371], [0.83006, -2.70529, -2.05937], [0.19997, -0.56490, -2.86095], [-1.85020, -1.27653, -3.06395], [-1.53773, -2.36453, -1.72195], [-4.14216, -1.83432, -1.59411], [-5.68897, -0.58814, -0.10233], [-4.80113, 1.37261, 1.18272], [-2.42696, 1.99758, 0.88332], [0.44876, -4.36635, -0.56404], [2.07458, 1.15154, -1.17381], [2.66961, 1.85840, -0.20994], [3.05973, 1.22953, 0.91149], [3.66941, 1.94322, 1.92224], [3.88714, 3.30180, 1.76755], [3.49224, 3.91788, 0.58862], [2.88283, 3.17231, -0.39553], [2.83512, 0.17569, 0.93871], [3.96310, 1.41606, 2.81811], [4.36440, 3.87295, 2.55119], [3.65710, 4.97140, 0.41636], [2.55567, 3.54817, -1.35245], [-0.72623, 3.53871, -2.43526], [-0.47907, 2.52165, -1.92473], [-1.07425, 4.33416, -2.93043]],
  "atomic_forces_ev_per_a": [[0.770, -0.154, -0.163], [-0.015, -0.128, 0.028], [0.007, 0.116, -0.028], [0.005, 0.051, -0.032], [-0.036, -0.323, 0.071], [0.005, 0.127, 0.038], [-0.060, 0.359, -0.138], [0.276, -0.342, 0.587], [0.002, -0.233, -0.098], [-0.028, 0.121, 0.042], [-0.188, -0.026, -0.107], [0.064, -0.026, -0.006], [-0.006, 0.030, 0.042], [0.045, -0.072, -0.026], [-0.065, 0.035, 0.047], [0.017, -0.022, -0.017], [0.058, -0.001, -0.002], [-0.650, -0.256, 0.123], [-0.019, 0.070, 0.027], [-0.002, -0.011, 0.000], [-0.003, 0.005, 0.025], [0.041, -0.022, 0.013], [0.028, -0.096, -0.009], [-0.031, 0.040, 0.007], [-0.022, -0.015, -0.052], [0.003, 0.002, -0.001], [0.003, -0.005, -0.005], [-0.014, -0.008, -0.002], [0.003, 0.001, -0.006], [0.002, -0.015, 0.006], [-0.219, 0.286, 0.177], [0.076, -0.303, -0.094], [0.058, 0.077, 0.034], [-0.018, -0.079, -0.024], [0.012, 0.011, 0.025], [-0.010, 0.020, -0.062], [0.057, -0.008, 0.053], [0.014, 0.033, 0.037], [0.013, 0.031, 0.013], [0.003, 0.005, -0.004], [0.006, 0.002, 0.023], [-0.010, 0.029, 0.010], [-0.106, -0.248, -0.033], [-0.128, 0.911, -0.512], [0.062, 0.031, -0.010]],
  "lowdin_spin": [2.556, 0.001, 0.005, -0.001, 0.004, 0.001, 0.005, 0.026, 0.004, 0.006, 0.015, 0.007, 0.017, -0.002, 0.015, -0.001, 0.019, 0.012, -0.001, 0.000, 0.001, 0.000, 0.008, 0.000, 0.000, 0.000, 0.001, 0.000, 0.003, 0.000, 0.036, 0.010, 0.001, 0.000, 0.000, 0.000, 0.002, 0.000, 0.000, 0.000, 0.000, 0.000, 0.122, 0.121, 0.004]
}

***

[2]
{
  "formula": "C4H8N2",
  "method": "ωB97M-V/def2-TZVPD",
  "max_force_ha_per_bohr": 0.0161,
  "de_lowest_kj_mol": 213.4,
  "smiles": "C=CCNN=C",
  "orbital_gap_ev": 10.0,
  "species": ["C", "C", "C", "N", "N", "C", "H", "H", "H", "H", "H", "H", "H", "H"],
  "positions_angstrom": [[1.12483, -1.07849, -2.48806], [0.23862, -1.04720, -1.50100], [0.54250, -0.57559, -0.12387], [-0.44573, 0.42994, 0.30421], [-0.17639, 0.94641, 1.54549], [-1.14562, 1.39913, 2.23248], [2.16542, -0.77865, -2.33242], [0.85994, -1.35435, -3.48333], [-0.81858, -1.35708, -1.65805], [1.54315, -0.12340, -0.08565], [0.55348, -1.44175, 0.56962], [-1.38977, 0.03630, 0.22766], [-0.92720, 1.86362, 3.17453], [-2.19360, 1.33380, 1.92246]],
  "atomic_forces_ev_per_a": [[0.177, 0.306, 0.581], [-0.635, -0.025, -0.373], [0.366, -0.005, 0.668], [-0.032, -0.603, -0.082], [-0.221, 0.195, 0.037], [0.056, -0.331, -0.380], [-0.362, -0.023, 0.036], [-0.176, -0.348, -0.477], [0.798, 0.181, -0.126], [-0.333, -0.042, 0.025], [-0.035, 0.287, -0.140], [0.168, 0.292, 0.062], [0.131, 0.108, 0.280], [0.097, 0.007, -0.111]],
  "mulliken_charge": [-0.771, 0.084, -0.322, -0.142, -0.492, -0.332, 0.228, 0.271, 0.183, 0.283, 0.241, 0.289, 0.264, 0.217]
}